Entry 1:
Below is 2 unconnected molecules or ions with the total composition C9H16FIN4O5 in a non-equilibrium geometry, with properties calculated with ωB97M-V/def2-TZVPD.

Geometry as ORCA input:
```
! RIJCOSX wB97M-V def2-TZVPD def2/J DEFGRID3
* xyz 0 1
O -1.599 0.182 -2.447
C -2.027 -0.051 -1.344
I -2.657 1.481 -0.045
C -2.117 -1.516 -0.888
N -1.053 -1.852 0.048
C 0.224 -1.841 -0.234
N 0.639 -1.477 -1.457
C 2.090 -1.412 -1.726
C 2.687 -0.055 -1.340
O 4.042 -0.264 -0.972
N 1.154 -2.158 0.770
C 1.314 -3.567 0.956
O 0.452 -4.366 0.704
N 2.552 -3.975 1.462
C 3.282 -3.030 2.228
O 3.395 -3.077 3.406
F 3.872 -2.104 1.499
H -2.145 -2.212 -1.725
H -3.054 -1.655 -0.356
H -1.322 -2.133 0.978
H 0.127 -1.959 -2.189
H 2.672 -2.219 -1.292
H 2.195 -1.509 -2.802
H 2.096 0.440 -0.570
H 2.674 0.587 -2.220
H 4.207 0.223 -0.161
H 0.938 -1.689 1.646
H 2.379 -4.756 2.090
C -3.112 6.222 0.215
C -3.645 5.250 1.288
O -3.191 3.989 1.108
H -3.428 5.908 -0.783
H -3.490 7.242 0.381
H -2.020 6.265 0.239
H -4.757 5.371 1.264
H -3.374 5.717 2.268
*
```

Computed properties:
- highest occupied orbital energy (eV) = -5.263

---

Entry 2:
Below is 11 unconnected molecules or ions with the total composition C43H61BFN13O3S in a non-equilibrium geometry, with properties calculated with ωB97M-V/def2-TZVPD.

Geometry as ORCA input:
```
! RIJCOSX wB97M-V def2-TZVPD def2/J DEFGRID3
* xyz 0 1
C 3.220 -0.899 1.488
N 1.968 -0.544 0.820
C 2.046 0.751 0.108
B 0.782 -0.711 1.576
O 0.673 -0.904 2.933
N -0.534 -0.551 0.818
C -1.572 0.223 1.534
N -2.787 0.317 0.734
S -0.996 -2.012 0.249
O -1.789 -1.907 -0.924
O 0.144 -2.857 0.286
F -1.960 -2.508 1.376
H 3.783 -0.015 1.800
H 3.865 -1.419 0.773
H 3.073 -1.582 2.322
H 3.006 1.223 0.306
H 1.274 1.443 0.456
H 1.952 0.625 -0.973
H 1.112 -1.677 3.302
H -1.814 -0.236 2.493
H -1.134 1.216 1.704
H -2.545 0.511 -0.235
H -3.333 1.112 1.046
C 4.111 4.641 -2.437
C 3.260 5.158 -3.453
C 2.461 4.130 -3.878
N 2.794 3.016 -3.159
C 3.801 3.317 -2.281
H 4.865 5.180 -1.888
H 3.240 6.167 -3.828
H 1.684 4.096 -4.622
H 2.364 2.116 -3.265
H 4.212 2.568 -1.626
C -5.025 -4.510 -3.956
C -5.154 -5.357 -2.819
C -4.377 -4.820 -1.822
N -3.789 -3.690 -2.311
C -4.177 -3.493 -3.603
H -5.504 -4.632 -4.914
H -5.751 -6.251 -2.744
H -4.199 -5.148 -0.813
H -3.158 -3.077 -1.824
H -3.817 -2.642 -4.157
C -6.152 -8.217 -7.327
C -6.281 -9.068 -6.195
C -5.524 -8.525 -5.190
N -4.946 -7.384 -5.669
C -5.322 -7.187 -6.969
H -6.616 -8.345 -8.290
H -6.862 -9.972 -6.128
H -5.351 -8.853 -4.179
H -4.343 -6.776 -5.143
H -4.970 -6.336 -7.526
C -1.889 1.435 -3.728
C -1.360 2.741 -3.520
C -0.560 2.679 -2.410
N -0.587 1.394 -1.941
C -1.383 0.628 -2.741
H -2.566 1.131 -4.510
H -1.552 3.621 -4.110
H 0.032 3.431 -1.918
H -0.103 1.063 -1.125
H -1.507 -0.414 -2.512
C -5.075 1.766 5.737
C -5.351 0.696 4.840
C -4.315 0.630 3.950
N -3.422 1.620 4.276
C -3.878 2.315 5.361
H -5.686 2.090 6.562
H -6.212 0.050 4.851
H -4.132 -0.031 3.119
H -2.562 1.810 3.797
H -3.310 3.132 5.771
C 7.523 1.657 3.517
C 7.336 2.068 4.865
C 6.003 1.948 5.148
N 5.376 1.478 4.026
C 6.296 1.299 3.027
H 8.451 1.630 2.971
H 8.095 2.415 5.546
H 5.450 2.156 6.047
H 4.391 1.300 3.950
H 6.003 0.936 2.056
C 0.647 7.129 1.092
C 0.488 6.346 2.268
C 0.151 5.080 1.871
N 0.099 5.071 0.503
C 0.403 6.314 0.020
H 0.914 8.171 1.040
H 0.608 6.676 3.286
H -0.053 4.192 2.445
H -0.124 4.273 -0.060
H 0.424 6.509 -1.039
C 8.409 -3.314 0.487
C 7.330 -4.235 0.573
C 6.408 -3.703 1.434
N 6.890 -2.499 1.871
C 8.108 -2.253 1.298
H 9.304 -3.419 -0.103
H 7.241 -5.179 0.062
H 5.457 -4.079 1.772
H 6.426 -1.885 2.517
H 8.652 -1.351 1.518
C -1.557 -2.442 -8.081
C -1.137 -1.086 -8.174
C -1.339 -0.511 -6.948
N -1.867 -1.466 -6.122
C -2.001 -2.646 -6.803
H -1.534 -3.181 -8.864
H -0.732 -0.592 -9.041
H -1.152 0.488 -6.593
H -2.113 -1.320 -5.161
H -2.397 -3.524 -6.320
C 0.015 3.500 8.932
C -0.716 2.295 8.737
C -1.999 2.643 8.409
N -2.071 4.010 8.401
C -0.849 4.540 8.718
H 1.053 3.592 9.202
H -0.343 1.289 8.829
H -2.860 2.039 8.181
H -2.896 4.544 8.201
H -0.700 5.605 8.766
*
```

Computed properties:
- highest occupied orbital energy (eV) = -8.043
- structure (SMILES) = CN(C)B(O)N(CN)S(=O)(=O)F.c1cc[nH]c1.c1cc[nH]c1.c1cc[nH]c1.c1cc[nH]c1.c1cc[nH]c1.c1cc[nH]c1.c1cc[nH]c1.c1cc[nH]c1.c1cc[nH]c1.c1cc[nH]c1

---

Entry 3:
Below is a single C5H7N molecule, with properties calculated with ωB97M-V/def2-TZVPD.

Geometry as ORCA input:
```
! RIJCOSX wB97M-V def2-TZVPD def2/J DEFGRID3
* xyz 0 1
C 2.109 -0.103 0.391
C 0.765 0.090 0.299
C -0.146 1.164 0.258
C -1.395 0.683 -0.349
C -1.314 -0.779 -0.223
N -0.090 -1.075 0.082
H 2.551 -1.092 0.401
H -1.350 0.570 -1.488
H 2.768 0.755 0.423
H 0.111 2.199 0.419
H -2.351 1.164 -0.131
H -2.073 -1.516 -0.451
H 0.294 -2.012 0.055
*
```

Computed properties:
- highest occupied orbital energy (spin up / spin down) (eV) = -5.736 / -5.735
- energy relative to the best compared isomer or geometry (same formula, charge and spin) (kcal per mole) = 76.9

---

Entry 4:
Below is 2 unconnected molecules or ions with the total composition C3H3Cl3S in a non-equilibrium geometry, with properties calculated with ωB97M-V/def2-TZVPD.

Geometry as ORCA input:
```
! RIJCOSX wB97M-V def2-TZVPD def2/J DEFGRID3
* xyz 0 1
C -0.129 0.361 -0.727
C 0.923 1.227 -0.378
C -0.840 -1.265 0.959
S -0.886 -0.203 -1.970
Cl 2.213 1.395 -1.721
Cl -1.540 -2.360 -0.131
Cl -1.932 -0.902 2.263
H 0.603 2.320 -0.005
H 1.368 0.779 0.555
H 0.221 -1.352 1.157
*
```

Computed properties:
- highest occupied orbital energy (spin up / spin down) (eV) = -7.950 / -8.190
- energy relative to the best compared isomer or geometry (same formula, charge and spin) (kcal per mole) = 67.1

---

Entry 5:
Below is a molecular structure, C35H55N6RuSb2 in a non-equilibrium geometry, with properties calculated with ωB97M-V/def2-TZVPD.

Geometry as ORCA input:
```
! RIJCOSX wB97M-V def2-TZVPD def2/J DEFGRID3
* xyz 3 5
Ru 10.330 10.300 12.319
C 7.301 9.368 15.895
N 8.440 10.194 15.439
C 8.198 11.570 15.043
C 9.724 9.714 15.375
N 10.639 10.253 14.504
C 11.949 10.532 14.832
C 12.452 10.848 16.133
C 13.804 10.792 16.382
C 14.719 10.696 15.308
C 14.241 10.650 14.020
C 12.880 10.577 13.732
N 12.390 10.479 12.422
C 13.203 10.655 11.354
N 13.946 11.772 11.268
C 15.112 11.850 10.415
C 13.725 13.041 12.048
N 13.323 9.673 10.448
C 13.713 9.844 9.075
C 13.143 8.303 10.880
N 10.114 8.736 16.253
C 9.593 8.652 17.616
C 11.358 7.959 16.106
H 6.453 9.340 15.149
H 6.899 9.810 16.822
H 7.633 8.345 16.118
H 7.214 11.810 15.406
H 8.305 11.724 13.938
H 8.965 12.192 15.472
H 11.696 10.838 16.948
H 14.119 10.957 17.414
H 15.774 10.634 15.530
H 14.989 10.702 13.230
H 15.755 10.968 10.573
H 15.693 12.718 10.772
H 14.897 11.940 9.329
H 12.860 12.947 12.739
H 13.560 13.869 11.361
H 14.657 13.279 12.587
H 13.235 10.810 8.735
H 13.335 9.023 8.455
H 14.803 9.937 8.897
H 13.886 7.655 10.345
H 12.155 8.020 10.596
H 13.255 8.234 11.964
H 8.994 9.546 17.886
H 10.476 8.641 18.282
H 9.061 7.706 17.761
H 11.958 8.262 15.283
H 11.136 6.919 16.142
H 11.963 8.144 17.004
C 7.698 10.483 9.195
Sb 9.822 10.270 9.678
C 10.455 11.673 8.150
C 10.091 8.571 8.206
C 9.016 7.549 8.190
C 7.983 7.625 7.259
C 7.057 6.581 7.114
C 7.065 5.518 8.035
C 7.882 5.596 9.157
C 8.963 6.498 9.175
C 9.993 6.414 10.230
Sb 9.449 7.849 11.939
C 7.334 7.743 11.665
C 9.751 6.196 13.374
H 7.256 9.478 9.230
H 7.641 10.900 8.144
H 7.210 11.151 9.919
H 9.602 11.978 7.558
H 11.250 11.220 7.539
H 10.874 12.586 8.602
H 11.095 8.176 8.339
H 10.063 9.147 7.217
H 8.015 8.360 6.442
H 6.315 6.624 6.327
H 6.327 4.756 7.909
H 7.712 4.825 9.908
H 11.003 6.574 9.878
H 9.943 5.465 10.798
H 7.013 6.727 11.897
H 7.014 8.035 10.641
H 6.886 8.488 12.331
H 9.081 5.353 13.152
H 9.570 6.621 14.366
H 10.800 5.836 13.322
C 10.171 12.327 12.229
C 8.978 13.173 11.967
C 8.589 13.985 13.004
C 7.691 15.013 12.828
C 7.173 15.247 11.541
C 7.404 14.328 10.517
C 8.322 13.318 10.689
H 10.602 12.510 13.221
H 10.956 12.552 11.466
H 9.276 14.065 13.852
H 7.288 15.583 13.689
H 6.644 16.159 11.302
H 6.909 14.485 9.538
H 8.536 12.683 9.820
*
```

Computed properties:
- highest occupied orbital energy (spin up / spin down) (eV) = -14.943 / -15.128
- energy relative to the best compared isomer or geometry (same formula, charge and spin) (kcal per mole) = 0.0
- <S²> = 6.04

---

Entry 6:
Below is a molecular structure, C21H44IrO3P2 in a non-equilibrium geometry, with properties calculated with ωB97M-V/def2-TZVPD.

Geometry as ORCA input:
```
! RIJCOSX wB97M-V def2-TZVPD def2/J DEFGRID3
* xyz 4 6
Ir -0.259 -0.567 0.059
C -2.147 -0.960 -0.157
O -3.267 -1.234 -0.304
C -0.207 1.296 0.395
O -0.227 2.450 0.535
C 1.657 -0.798 0.046
O 2.808 -0.900 0.023
C -1.526 0.709 -3.184
P -0.031 -0.107 -2.414
H 0.442 -1.452 -4.331
H -2.353 0.038 -2.891
C 1.382 0.871 -3.180
H 1.029 1.073 -4.205
C -1.451 0.785 -4.715
H -1.166 -0.159 -5.191
H -0.755 1.571 -5.040
H -2.447 1.058 -5.093
C -1.844 2.094 -2.624
H -1.145 2.853 -3.000
C 1.059 -2.720 -2.710
H -1.841 2.145 -1.531
H -2.848 2.383 -2.965
C -1.325 -2.372 -3.520
H 0.888 -2.877 -1.636
H 0.959 -3.709 -3.176
H 2.091 -2.387 -2.856
C 0.057 -1.735 -3.333
H -1.192 -3.424 -3.805
H -1.900 -1.873 -4.309
H -1.922 -2.337 -2.601
C 2.704 0.107 -3.290
H 3.061 -0.223 -2.303
H 3.454 0.782 -3.721
H 2.629 -0.761 -3.957
C 1.612 2.218 -2.488
H 1.897 2.082 -1.439
H 0.734 2.874 -2.513
H 2.438 2.736 -2.999
H -1.024 -2.686 -0.958
H -0.992 -3.096 -0.327
C 0.560 -3.498 1.823
C -0.425 -2.772 2.744
C -0.190 -3.225 4.194
P -0.421 -0.932 2.434
C -2.063 -0.296 3.031
C -2.591 -0.930 4.310
C -2.129 1.227 3.138
C 0.922 -0.194 3.472
C 0.560 0.086 4.933
C 2.243 -0.971 3.434
H 1.561 -3.564 2.283
H 0.655 -2.985 0.852
H 0.177 -4.508 1.634
H -1.450 -3.056 2.425
H 0.866 -3.167 4.498
H -0.791 -2.681 4.935
H -0.474 -4.287 4.253
H -2.743 -0.613 2.222
H -1.966 -0.698 5.180
H -3.591 -0.529 4.520
H -2.686 -2.013 4.219
H -1.995 1.721 2.175
H -3.121 1.500 3.518
H -1.407 1.654 3.840
H 1.080 0.779 2.973
H 0.330 -0.832 5.491
H 1.430 0.561 5.410
H -0.273 0.784 5.057
H 2.547 -1.275 2.425
H 3.028 -0.315 3.845
H 2.197 -1.843 4.090
*
```

Computed properties:
- highest occupied orbital energy (spin up / spin down) (eV) = -18.426 / -22.789
- <S²> = 8.77

---

Entry 7:
Below is a single C3H7NOS2 molecule in a non-equilibrium geometry, with properties calculated with ωB97M-V/def2-TZVPD.

Geometry as ORCA input:
```
! RIJCOSX wB97M-V def2-TZVPD def2/J DEFGRID3
* xyz 0 1
C -2.803 -1.153 -0.722
O -2.113 -0.934 0.495
C -1.857 0.352 0.844
S -0.720 1.287 -0.270
C 0.668 0.317 0.107
N 1.839 0.487 -0.358
S 3.011 -0.655 0.104
H -3.251 -2.217 -0.588
H -2.118 -1.209 -1.550
H -3.608 -0.423 -0.916
H -2.738 1.015 0.857
H -1.353 0.284 1.807
H 0.400 -0.516 0.796
H 4.000 -0.077 -0.581
*
```

Computed properties:
- highest occupied orbital energy (eV) = -8.369
- energy relative to the best compared isomer or geometry (same formula, charge and spin) (kcal per mole) = 55.7
- structure (SMILES) = COCS/C=N/S

---

Entry 8:
Below is a molecular structure, C19H40NP3PbSe in a non-equilibrium geometry, with properties calculated with ωB97M-V/def2-TZVPD.

Geometry as ORCA input:
```
! RIJCOSX wB97M-V def2-TZVPD def2/J DEFGRID3
* xyz 4 1
Pb 0.430 -1.978 1.070
P 2.733 -0.517 -0.524
P 1.577 2.445 0.760
P -0.003 1.154 -1.840
H -5.565 -4.943 0.689
C -5.364 -5.343 -0.318
C -4.083 -5.646 -0.629
H -3.281 -5.724 0.110
C 3.819 -1.464 0.626
C 4.047 0.610 -1.187
C 2.711 -1.697 -1.940
C 0.374 3.592 1.542
C 2.846 2.540 2.102
C 2.323 3.658 -0.429
C -1.118 0.117 -2.865
C 1.190 1.628 -3.203
C -1.017 2.697 -1.862
H -6.246 -5.532 -0.961
H -3.793 -5.865 -1.657
H 3.292 -2.344 1.037
H 4.118 -0.804 1.453
H 4.705 -1.794 0.058
H 4.415 1.291 -0.401
H 3.660 1.209 -2.027
H 4.894 0.000 -1.555
H 2.139 -2.596 -1.659
H 3.749 -1.979 -2.206
H 2.227 -1.218 -2.809
H 0.930 4.512 1.786
H -0.033 3.139 2.457
H -0.449 3.808 0.852
H 3.060 3.617 2.250
H 3.763 1.999 1.807
H 2.434 2.091 3.023
H 2.689 4.519 0.149
H 1.559 3.991 -1.145
H 3.151 3.189 -0.973
H -1.489 0.749 -3.694
H -1.966 -0.256 -2.270
H -0.542 -0.730 -3.256
H 0.613 1.920 -4.089
H 1.826 0.774 -3.460
H 1.811 2.474 -2.890
H -1.290 2.876 -2.914
H -0.459 3.562 -1.472
H -1.925 2.534 -1.267
C -3.416 -0.358 1.063
C -3.345 -1.751 1.052
C -4.319 -2.479 0.402
C -5.471 -1.868 -0.069
C -5.612 -0.492 0.083
C -4.534 0.291 0.519
Se -1.690 0.562 1.475
H -1.480 0.388 -0.036
H -2.496 -2.303 1.481
H -4.121 -3.534 0.216
H -6.232 -2.487 -0.530
H -6.554 -0.020 -0.184
H -4.542 1.380 0.431
C 2.815 -0.517 5.037
C 2.094 -0.742 3.824
N 1.423 -0.967 2.889
H 2.403 -1.163 5.831
H 2.729 0.547 5.338
H 3.885 -0.753 4.907
*
```

Computed properties:
- highest occupied orbital energy (spin up / spin down) (eV) = -18.919 / -19.489